No. 1
{"formula": "C34H69BrN4O6S", "method": "ωB97M-V with the def2-TZVPD basis set", "elements": ["C", "C", "C", "C", "C", "C", "C", "C", "C", "C", "C", "C", "C", "C", "C", "C", "C", "C", "C", "C", "C", "C", "C", "O", "O", "C", "C", "C", "C", "N", "C", "C", "C", "O", "C", "O", "S", "O", "O", "C", "Br", "C", "C", "N", "N", "N", "H", "H", "H", "H", "H", "H", "H", "H", "H", "H", "H", "H", "H", "H", "H", "H", "H", "H", "H", "H", "H", "H", "H", "H", "H", "H", "H", "H", "H", "H", "H", "H", "H", "H", "H", "H", "H", "H", "H", "H", "H", "H", "H", "H", "H", "H", "H", "H", "H", "H", "H", "H", "H", "H", "H", "H", "H", "H", "H", "H", "H", "H", "H", "H", "H", "H", "H", "H", "H"], "positions_angstrom": [[-1.60, 4.03, -2.52], [-2.57, 4.47, -3.78], [-2.95, 3.23, -4.78], [-1.82, 2.03, -4.82], [-2.02, 1.22, -6.24], [-1.96, -0.44, -6.06], [-3.53, -0.89, -5.78], [-3.78, -2.51, -5.82], [-3.85, -3.19, -4.33], [-5.00, -2.57, -3.34], [-4.51, -2.74, -1.74], [-4.69, -1.38, -0.86], [-3.51, -0.26, -1.06], [-2.05, -0.85, -1.52], [-1.28, -1.72, -0.32], [0.14, -2.21, -0.98], [1.13, -3.11, -0.11], [2.13, -2.75, 1.01], [2.19, -1.40, 2.00], [3.65, -1.79, 2.74], [4.35, -1.03, 3.90], [4.19, 0.53, 4.27], [5.28, 1.54, 3.49], [5.98, 1.07, 2.44], [5.59, 2.92, 3.92], [4.62, 3.75, 3.15], [3.65, 4.46, 4.32], [2.56, -0.07, 1.16], [3.24, -0.33, -0.35], [3.60, 0.93, -1.11], [4.62, 0.71, -2.19], [1.62, 1.30, 1.21], [0.45, 1.40, 0.07], [-0.94, 1.44, 0.45], [-1.47, 2.79, 0.67], [1.37, 1.87, 2.53], [0.07, 1.24, 3.41], [0.57, 1.36, 4.91], [-0.06, -0.30, 2.82], [0.92, -1.32, 3.08], [-0.40, -2.91, 2.85], [1.27, -1.67, 4.64], [0.07, -1.86, 5.70], [-0.18, -3.33, 6.13], [-1.20, -1.07, 5.51], [0.61, -1.29, 7.04], [-0.46, 4.23, -2.69], [-1.94, 4.70, -1.60], [-1.80, 2.91, -2.17], [-3.59, 4.86, -3.30], [-2.04, 5.37, -4.32], [-4.03, 2.85, -4.45], [-3.02, 3.67, -5.88], [-1.87, 1.32, -3.87], [-0.75, 2.51, -4.85], [-1.27, 1.62, -7.05], [-3.11, 1.47, -6.62], [-1.50, -0.91, -7.03], [-1.32, -0.68, -5.10], [-4.18, -0.43, -6.66], [-3.82, -0.39, -4.75], [-4.69, -2.78, -6.52], [-2.82, -2.99, -6.35], [-2.76, -3.19, -3.88], [-4.15, -4.34, -4.50], [-5.32, -1.46, -3.59], [-5.97, -3.23, -3.50], [-5.28, -3.54, -1.29], [-3.45, -3.26, -1.66], [-4.84, -1.56, 0.30], [-5.70, -0.87, -1.23], [-3.85, 0.60, -1.82], [-3.34, 0.32, -0.03], [-1.29, 0.03, -1.79], [-2.08, -1.55, -2.46], [-1.90, -2.71, -0.09], [-1.21, -1.13, 0.67], [0.63, -1.38, -1.69], [-0.27, -2.97, -1.83], [0.41, -3.99, 0.29], [1.73, -3.74, -0.95], [2.13, -3.67, 1.79], [3.23, -2.90, 0.56], [4.43, -1.70, 1.83], [3.71, -2.95, 3.02], [5.53, -1.21, 3.82], [4.09, -1.60, 4.92], [3.09, 0.91, 4.21], [4.49, 0.65, 5.42], [3.94, 3.06, 2.50], [5.16, 4.60, 2.57], [2.58, 4.50, 3.84], [3.62, 3.77, 5.27], [4.02, 5.53, 4.59], [3.56, 0.38, 1.65], [4.28, -0.89, -0.17], [2.63, -1.00, -1.06], [2.71, 1.19, -1.62], [4.44, 1.56, -3.01], [4.53, -0.32, -2.75], [5.67, 0.93, -1.73], [2.39, 2.15, 0.80], [0.60, 2.36, -0.63], [0.60, 0.50, -0.66], [-1.88, 2.81, 1.79], [-0.67, 3.65, 0.61], [-2.38, 3.03, -0.04], [1.86, -2.71, 4.62], [1.93, -0.81, 5.07], [-0.36, -3.39, 7.16], [-1.05, -3.69, 5.67], [-2.02, -1.66, 5.78], [-1.18, -0.18, 6.09], [0.85, -0.27, 6.92], [-0.22, -1.29, 7.71]], "orbital_gap_ev": 9.03, "energy_ha": -4978.8417, "total_charge": 0, "lumo_energy_ev": 0.35}

***

No. 2
{"formula": "C34H69F2IN12O15PSi", "method": "ωB97M-V with the def2-TZVPD basis set", "elements": ["C", "C", "C", "C", "C", "C", "C", "C", "C", "C", "C", "C", "C", "C", "N", "N", "C", "N", "C", "P", "O", "N", "C", "F", "F", "C", "C", "Si", "C", "C", "C", "C", "C", "C", "C", "C", "N", "I", "H", "H", "H", "H", "H", "H", "H", "H", "H", "H", "H", "H", "H", "H", "H", "H", "H", "H", "H", "H", "H", "H", "H", "H", "H", "H", "H", "H", "H", "H", "H", "H", "H", "H", "H", "H", "H", "H", "H", "H", "H", "H", "H", "H", "H", "H", "H", "H", "C", "N", "O", "O", "H", "H", "H", "C", "N", "O", "O", "H", "H", "H", "C", "N", "O", "O", "H", "H", "H", "C", "N", "O", "O", "H", "H", "H", "C", "N", "O", "O", "H", "H", "H", "C", "N", "O", "O", "H", "H", "H", "C", "N", "O", "O", "H", "H", "H"], "positions_angstrom": [[3.75, 3.63, -0.06], [3.09, 3.92, 1.28], [3.18, 2.77, 2.26], [4.61, 2.32, 2.56], [4.74, 0.82, 2.75], [6.09, 0.49, 3.36], [6.08, -0.48, 4.55], [5.09, -0.16, 5.66], [4.90, 1.33, 5.90], [4.47, 1.69, 7.30], [3.07, 1.19, 7.69], [2.00, 1.86, 6.87], [0.57, 1.63, 7.37], [-0.39, 1.23, 6.27], [-0.44, -0.22, 6.04], [0.44, -1.01, 6.79], [-1.25, -0.86, 5.20], [-1.26, -2.20, 5.14], [-2.17, -2.53, 4.28], [-2.34, -4.37, 4.04], [-1.84, -5.05, 5.23], [-2.76, -1.47, 3.77], [-3.83, -1.44, 2.78], [-4.84, -0.73, 3.27], [-4.29, -2.69, 2.69], [-3.37, -0.93, 1.40], [-3.35, -1.99, 0.33], [-2.19, -1.42, -1.07], [-0.51, -1.14, -0.31], [-2.09, -2.84, -2.27], [-2.85, 0.04, -2.00], [-2.37, 1.32, -1.77], [-2.81, 2.39, -2.50], [-3.75, 2.23, -3.49], [-4.25, 0.97, -3.72], [-3.81, -0.10, -2.99], [-2.16, -0.35, 4.33], [-2.70, 1.55, 3.80], [3.34, 4.28, -0.81], [3.53, 2.61, -0.35], [4.82, 3.76, -0.01], [3.60, 4.78, 1.69], [2.08, 4.23, 1.11], [2.65, 1.92, 1.85], [2.66, 3.04, 3.17], [4.92, 2.81, 3.46], [5.28, 2.67, 1.79], [4.61, 0.36, 1.78], [3.91, 0.53, 3.39], [6.62, 1.39, 3.64], [6.68, 0.01, 2.59], [5.83, -1.45, 4.15], [7.09, -0.57, 4.92], [5.49, -0.57, 6.57], [4.13, -0.61, 5.46], [4.22, 1.74, 5.16], [5.85, 1.82, 5.75], [4.41, 2.77, 7.35], [5.20, 1.34, 8.01], [3.08, 0.13, 7.50], [2.96, 1.37, 8.75], [2.18, 2.92, 6.87], [2.09, 1.49, 5.85], [0.53, 0.96, 8.21], [0.21, 2.58, 7.71], [-1.37, 1.56, 6.57], [-0.16, 1.80, 5.38], [1.07, -1.52, 6.19], [-0.07, -1.63, 7.40], [-3.64, -4.67, 3.65], [-1.53, -4.59, 2.92], [-2.40, -0.50, 1.56], [-4.04, -0.14, 1.12], [-2.92, -2.92, 0.65], [-4.32, -2.15, -0.11], [0.28, -1.08, -1.03], [-0.46, -0.30, 0.37], [-0.30, -2.01, 0.30], [-1.73, -3.71, -1.74], [-1.42, -2.62, -3.08], [-3.07, -3.09, -2.63], [-1.61, 1.46, -1.02], [-2.38, 3.35, -2.29], [-4.05, 3.08, -4.07], [-4.97, 0.85, -4.49], [-4.21, -1.06, -3.22], [-5.24, 6.36, -2.64], [-3.93, 5.98, -3.24], [-3.88, 5.78, -4.43], [-2.98, 5.89, -2.48], [-5.97, 6.39, -3.44], [-5.49, 5.60, -1.91], [-5.11, 7.33, -2.18], [-5.55, -1.26, -8.17], [-4.99, -0.53, -6.99], [-4.47, 0.54, -7.18], [-5.10, -1.08, -5.92], [-5.39, -0.65, -9.05], [-5.04, -2.21, -8.24], [-6.61, -1.41, -7.98], [-0.13, -4.11, -6.11], [-1.60, -4.34, -6.03], [-2.23, -4.41, -7.06], [-2.08, -4.43, -4.91], [0.15, -4.04, -7.15], [0.07, -3.19, -5.59], [0.36, -4.95, -5.62], [1.63, 7.19, 7.37], [1.84, 5.73, 7.14], [1.20, 5.20, 6.25], [2.63, 5.17, 7.87], [0.90, 7.55, 6.65], [1.28, 7.31, 8.38], [2.59, 7.67, 7.23], [-0.64, -3.23, -10.46], [0.56, -2.43, -10.11], [0.92, -1.56, -10.87], [1.09, -2.70, -9.06], [-1.02, -2.87, -11.42], [-0.34, -4.26, -10.52], [-1.37, -3.08, -9.67], [1.57, -8.80, -6.14], [1.46, -7.59, -7.01], [1.02, -7.73, -8.13], [1.82, -6.54, -6.53], [1.21, -9.65, -6.71], [2.61, -8.91, -5.88], [0.96, -8.62, -5.26], [-0.42, 0.50, -6.69], [-0.07, -0.93, -6.93], [-0.81, -1.58, -7.64], [0.93, -1.35, -6.40], [-1.34, 0.72, -7.22], [-0.55, 0.62, -5.62], [0.40, 1.10, -7.05]], "orbital_gap_ev": 6.59, "energy_ha": -4249.9158, "total_charge": 1, "lumo_energy_ev": -4.53}

***

No. 3
{"formula": "C34H69O18P", "method": "ωB97M-V with the def2-TZVPD basis set", "elements": ["C", "C", "O", "C", "C", "O", "O", "P", "O", "O", "C", "C", "C", "C", "O", "C", "O", "O", "C", "C", "C", "C", "C", "H", "H", "H", "H", "H", "H", "H", "H", "H", "H", "H", "H", "H", "H", "H", "H", "H", "H", "H", "H", "H", "H", "H", "H", "H", "H", "H", "H", "H", "O", "C", "O", "C", "C", "C", "H", "H", "H", "H", "H", "H", "H", "H", "O", "C", "O", "C", "C", "C", "H", "H", "H", "H", "H", "H", "H", "H", "O", "C", "O", "C", "C", "C", "H", "H", "H", "H", "H", "H", "H", "H", "O", "C", "O", "C", "C", "C", "H", "H", "H", "H", "H", "H", "H", "H", "O", "C", "O", "C", "C", "C", "H", "H", "H", "H", "H", "H", "H", "H"], "positions_angstrom": [[-2.66, -1.27, 2.52], [-3.05, -1.40, 0.93], [-2.59, -0.30, 0.08], [-1.19, 0.07, 0.30], [-0.10, -1.14, 0.06], [0.99, -0.93, 1.03], [1.62, -2.04, 1.31], [2.35, -1.99, 2.89], [2.69, -3.52, 3.27], [3.86, -1.13, 2.98], [4.11, -0.30, 1.79], [3.42, 1.21, 1.98], [4.24, 2.37, 1.11], [3.05, 3.43, 0.60], [2.43, 3.97, 1.84], [0.95, 4.01, 1.72], [0.30, 4.40, 0.59], [1.15, -1.47, 4.05], [1.22, -0.03, 4.32], [-0.04, 0.35, 5.30], [0.36, 0.73, 6.84], [0.73, -0.55, 7.80], [1.59, 1.81, 6.97], [-1.68, -1.93, 2.71], [-2.44, -0.14, 2.82], [-3.56, -1.72, 3.13], [-2.75, -2.45, 0.44], [-4.24, -1.38, 0.88], [-0.93, 0.90, -0.52], [-0.98, 0.61, 1.34], [-0.54, -2.22, 0.04], [0.39, -0.96, -1.02], [5.29, -0.09, 1.77], [3.86, -0.80, 0.77], [2.31, 1.26, 1.64], [3.43, 1.48, 3.14], [4.75, 1.82, 0.18], [5.07, 2.91, 1.77], [2.31, 2.78, -0.05], [3.57, 4.29, 0.02], [0.34, 3.69, 2.70], [2.27, 0.25, 4.75], [1.06, 0.56, 3.31], [-0.87, -0.50, 5.36], [-0.60, 1.30, 4.85], [-0.60, 1.24, 7.33], [0.99, -1.53, 7.17], [-0.20, -0.77, 8.51], [1.63, -0.25, 8.52], [2.62, 1.26, 7.17], [1.68, 2.53, 6.02], [1.39, 2.49, 7.90], [-1.39, -2.34, -3.04], [-0.60, -2.68, -3.91], [-0.11, -3.94, -3.94], [0.66, -4.50, -5.02], [2.13, -4.18, -4.85], [-0.07, -1.68, -4.90], [0.27, -4.18, -5.99], [0.52, -5.58, -4.98], [2.32, -3.10, -4.88], [2.72, -4.66, -5.64], [2.49, -4.54, -3.88], [0.79, -1.16, -4.47], [-0.86, -0.96, -5.11], [0.20, -2.12, -5.86], [-5.48, -2.12, 3.04], [-6.15, -2.83, 2.30], [-7.49, -2.66, 2.21], [-8.33, -3.31, 1.23], [-8.77, -4.67, 1.72], [-5.51, -3.97, 1.56], [-7.84, -3.34, 0.25], [-9.21, -2.67, 1.11], [-7.91, -5.34, 1.86], [-9.45, -5.13, 1.00], [-9.27, -4.59, 2.69], [-5.48, -4.85, 2.21], [-4.49, -3.68, 1.30], [-6.01, -4.22, 0.62], [-1.40, 2.98, 7.51], [-1.87, 3.24, 8.61], [-1.78, 2.36, 9.62], [-2.11, 2.65, 10.99], [-3.59, 2.44, 11.25], [-2.63, 4.52, 8.83], [-1.76, 3.65, 11.28], [-1.54, 1.94, 11.61], [-4.19, 3.13, 10.65], [-3.82, 2.61, 12.31], [-3.89, 1.43, 10.98], [-3.67, 4.37, 8.54], [-2.19, 5.30, 8.20], [-2.57, 4.89, 9.85], [2.05, -1.70, -7.25], [1.66, -1.22, -8.31], [0.34, -1.09, -8.56], [-0.21, -0.36, -9.67], [-0.30, -1.24, -10.90], [2.64, -0.86, -9.39], [0.34, 0.56, -9.85], [-1.23, -0.06, -9.37], [0.69, -1.57, -11.23], [-0.78, -0.71, -11.73], [-0.88, -2.15, -10.69], [2.86, -1.74, -9.99], [3.56, -0.51, -8.91], [2.30, -0.04, -10.03], [4.78, 1.67, -10.47], [4.96, 2.35, -9.46], [4.31, 2.04, -8.31], [4.60, 2.63, -7.04], [3.83, 3.93, -6.85], [5.82, 3.58, -9.51], [5.68, 2.76, -6.89], [4.27, 1.91, -6.28], [4.12, 4.68, -7.60], [4.00, 4.34, -5.86], [2.76, 3.75, -6.98], [5.21, 4.42, -9.84], [6.63, 3.41, -10.22], [6.30, 3.81, -8.56]], "orbital_gap_ev": 9.38, "energy_ha": -3032.1760, "smiles": "CCOCCOO[P@@](=O)(OCCCCOC=O)OCCC(C)C.CCOC(C)=O.CCOC(C)=O.CCOC(C)=O.CCOC(C)=O.CCOC(C)=O", "total_charge": 0, "lumo_energy_ev": 0.29}